Entry 1:
This record from OMol25 describes the ion C5H6N with charge +1. The level of theory is the ωB97M-V functional and the def2-TZVPD basis.

Output
HOMO (spin up / spin down) in eV: -13.548 / -15.998
2S+1: 3
Lowest unoccupied orbital energy (spin up / spin down) in Eh: -0.1924 / -0.2838
Total charge: +1
Orbital gap (spin up / spin down) in eV: 8.31 / 8.28

Each line ends with the Mulliken charge.
Atoms and positions in Å:
C  0.2763  0.1517  0.1289  0.512
C  -1.8566  0.9348  0.1015  -0.105
C  -2.1839  -0.5234  -0.0885  -0.115
C  1.5599  -0.4500  0.3865  -0.423
C  1.4717  0.8875  -0.3179  -0.567
N  -0.9117  0.0106  -0.2683  0.072
H  -2.4444  -1.1768  0.7656  0.274
H  -2.6361  -0.7113  -0.9963  0.271
H  1.8390  -0.3643  1.4307  0.269
H  1.6276  -1.4428  -0.1227  0.263
H  1.2341  1.0944  -1.3638  0.279
H  2.0241  1.5896  0.3442  0.270

Forces on atoms 1 to 3 (eV/Å):
C 3.41 -0.67 0.62
C -1.71 -0.86 -1.44
C -2.57 -0.45 3.17

=====

Entry 2:
This record from OMol25 describes a cluster of 2 separate species, C3H7N2O in total. The level of theory is the ωB97M-V functional and the def2-TZVPD basis.

Output
HOMO in eV: -14.884
2S+1: 1
Lowest unoccupied orbital energy in Eh: -0.1266
Total charge: +1
Orbital gap in eV: 11.44

Each line ends with the Mulliken charge.
Atoms and positions in Å:
C  -2.2717  0.0173  -0.3919  -0.319
C  -1.6124  1.1199  0.0057  -0.294
N  -0.2528  0.8731  -0.1519  -0.047
C  -0.0892  -0.3657  -0.6025  -0.158
N  -1.2895  -0.8878  -0.7686  -0.011
H  -3.3136  -0.2401  -0.4310  0.401
H  -1.8883  2.0289  0.3996  0.459
H  0.3970  1.4043  0.4146  0.316
H  0.8368  -0.8342  -0.8568  0.374
H  -1.4499  -1.7416  -1.2851  0.268
H  4.0679  0.1483  1.4398  0.328
H  3.5939  -1.1433  0.8687  0.324
O  3.2717  -0.3793  1.3595  -0.642

Forces on atoms 1 to 3 (eV/Å):
C 0.17 -0.22 -0.17
C 1.01 -1.40 -0.53
N -0.68 -0.18 0.89

=====

Entry 3:
This record from OMol25 describes a cluster of 2 separate species, C5H12NO2 in total. The level of theory is the ωB97M-V functional and the def2-TZVPD basis.

Output
HOMO (spin up / spin down) in eV: -8.691 / -9.013
2S+1: 2
Lowest unoccupied orbital energy (spin up / spin down) in Eh: 0.0330 / -0.0308
Total charge: 0
Orbital gap (spin up / spin down) in eV: 9.59 / 8.17

Each line ends with the Mulliken charge.
Atoms and positions in Å:
C  -0.7788  -1.3481  1.2730  -0.556
O  -1.8116  -0.7956  0.1870  -0.526
C  0.2099  -0.4278  1.5939  -0.406
C  1.5718  -0.5130  0.9375  -0.337
C  1.9219  0.8804  0.4033  -0.553
C  0.5963  1.5515  -0.1023  0.243
O  0.3070  2.7827  -0.0928  -0.567
N  -1.4124  0.4000  -2.8922  -0.582
H  -1.3923  -1.7845  2.1157  0.390
H  -0.5673  -2.1556  0.5755  0.210
H  -2.5846  -0.5111  0.7536  0.279
H  0.3715  -0.3448  2.6476  0.340
H  1.3670  -1.3131  0.2418  0.317
H  2.3326  -0.6128  1.6552  0.318
H  2.2740  1.5281  1.1830  0.271
H  2.5156  0.8880  -0.5622  0.326
H  -0.2532  0.8517  -0.5040  0.263
H  -0.8502  0.2998  -3.6639  0.201
H  -1.7868  -0.4703  -2.5913  0.192
H  -2.0305  1.0942  -3.1584  0.177

Forces on atoms 1 to 3 (eV/Å):
C -4.89 -1.98 -2.51
O -0.71 0.36 2.75
C 3.17 -0.02 2.00

=====

Maximum force values, unit eV/A, following the record order: 4.1, 2.0, 5.8.
Energy above the lowest of the compared OMol25 structures with the same formula, charge and spin values, unit kcal/mol, following the record order: 119.69, 7.38, 70.74.